Entry 1:
DFT (wB97M-V/def2-TZVPD) results for a 2-piece molecular cluster, C5H7N3O2 overall.

**HOMO energy**: -0.3496 hartree
**Frontier orbital gap**: 8.576 eV
**Total charge**: 0
**Relative energy (zero: lowest compared OMol25 entry of this formula, charge and spin)**: 102.8 kcal per mole

Cartesian coordinates (Å):
C (-3.10166, 1.04809, 0.59393)
N (-2.27095, 0.07504, 0.64664)
N (-1.67545, -0.31889, -0.52688)
C (-0.67163, -1.30420, -0.30363)
C (0.19799, -0.85484, 0.81323)
N (0.69910, -0.45382, 1.77516)
H (-3.28892, 1.57558, -0.34969)
H (-3.75942, 1.29752, 1.43252)
H (-1.41382, 0.45614, -1.13539)
H (-0.07343, -1.41768, -1.22144)
H (-1.09977, -2.28061, -0.04157)
O (2.36777, 1.79194, 0.60363)
C (2.58007, 1.10167, -0.35577)
C (2.89127, -0.37776, -0.21636)
O (3.07061, -0.91294, 0.84760)
H (2.53811, 1.49357, -1.40024)
H (3.01014, -0.91880, -1.16174)

Atoms 1-3, force components in eV/Å:
0.259 -0.652 -0.472
-1.572 0.515 0.250
-0.742 0.774 -0.309

These are the Mulliken partial charges, in e, on atoms 1 to 5: atom 1 (C): -0.329, atom 2 (N): -0.404, atom 3 (N): -0.122, atom 4 (C): -0.485, atom 5 (C): 0.382

Entry 2:
DFT (wB97M-V/def2-TZVPD) results for a 2-piece molecular cluster, C5H7N3O2S overall.

**HOMO energy**: -0.3337 hartree
**Frontier orbital gap**: 9.285 eV
**Total charge**: 0
**Relative energy (zero: lowest compared OMol25 entry of this formula, charge and spin)**: 72.0 kcal per mole

Cartesian coordinates (Å):
O (-1.23997, -1.91825, -0.98496)
C (-1.25798, -0.87175, -0.20182)
N (-0.41770, 0.03450, 0.00990)
C (-1.01263, 0.98452, 0.97040)
C (-2.38817, 0.27292, 1.50868)
O (-2.51520, -0.66295, 0.40919)
H (-0.40022, -2.16631, -1.38539)
H (-1.23419, 1.84053, 0.25382)
H (-0.27578, 1.32910, 1.71108)
H (-2.48735, -0.32058, 2.50643)
H (-3.30080, 0.96530, 1.45689)
C (1.85223, -0.46240, -1.78156)
C (3.18319, -0.54804, -1.31543)
S (3.53150, -2.19057, -1.02753)
N (2.00172, -2.66938, -1.39921)
N (1.28299, -1.67435, -1.71543)
H (1.22164, 0.36479, -1.98162)
H (4.01237, 0.15888, -1.25325)

Atoms 1-3, force components in eV/Å:
-2.054 -0.337 0.632
-1.954 0.858 0.760
1.002 -0.001 1.120

These are the Mulliken partial charges, in e, on atoms 1 to 5: atom 1 (O): -0.510, atom 2 (C): 0.494, atom 3 (N): -0.300, atom 4 (C): -0.498, atom 5 (C): -0.195

Entry 3:
DFT (wB97M-V/def2-TZVPD) results for one molecule with the formula C5H7N3O3S.

**HOMO energy**: -0.3048 hartree
**Frontier orbital gap**: 8.556 eV
**Total charge**: 0
**Relative energy (zero: lowest compared OMol25 entry of this formula, charge and spin)**: 137.9 kcal per mole

Cartesian coordinates (Å):
C (0.99627, 0.27663, -1.74948)
C (0.39286, 1.52848, -1.64457)
C (0.94300, -0.78790, -0.96772)
C (-0.16673, 1.87373, -0.52645)
C (-1.09832, -0.71322, 0.03161)
N (0.15586, -0.80350, 0.22987)
N (-0.13193, 2.38100, 0.56316)
N (0.95043, -0.44850, 1.32422)
O (-1.40380, -0.63763, 2.71828)
O (-2.53568, 1.01572, 1.23310)
O (-3.36999, -1.29616, 1.25031)
S (-2.10931, -0.30087, 1.49853)
H (1.69019, 0.09516, -2.62696)
H (0.07454, 1.98967, -2.58845)
H (1.46691, -1.74171, -1.13710)
H (-0.79573, 2.20390, 1.40434)
H (-3.07323, -1.91322, 1.92868)
H (1.60811, -1.16140, 1.67457)
H (0.36016, -0.28493, 2.12933)

Atoms 1-3, force components in eV/Å:
2.709 -2.035 -1.861
-1.346 0.360 -2.892
0.516 -1.583 0.027

These are the Mulliken partial charges, in e, on atoms 1 to 5: atom 1 (C): 0.014, atom 2 (C): -0.837, atom 3 (C): -0.652, atom 4 (C): 0.754, atom 5 (C): -0.369

Entry 4:
DFT (wB97M-V/def2-TZVPD) results for a 2-piece molecular cluster, C5H7N3OS overall.

**HOMO energy**: -0.3310 hartree
**Frontier orbital gap**: 9.134 eV
**Total charge**: 0
**Relative energy (zero: lowest compared OMol25 entry of this formula, charge and spin)**: 59.0 kcal per mole

Cartesian coordinates (Å):
S (-2.87822, 1.79034, -0.13836)
C (-2.51867, 0.03998, -0.05778)
N (-3.56095, -0.88630, -0.25829)
C (-2.89399, -2.01636, -0.12319)
N (-1.56936, -1.84318, 0.10632)
N (-1.35096, -0.51797, 0.13666)
H (-1.67697, 1.97390, 0.09208)
H (-3.32046, -2.99454, -0.17407)
H (-0.63218, -2.19436, 0.10568)
C (1.62532, 1.56895, -0.19587)
C (1.74273, 0.35473, 0.32346)
C (1.43085, -0.82821, -0.54285)
O (1.51614, -1.93814, -0.08149)
H (1.65727, 2.46569, 0.41465)
H (1.37109, 1.80423, -1.35876)
H (1.87307, 0.18443, 1.38929)
H (1.03238, -0.44912, -1.47047)

Atoms 1-3, force components in eV/Å:
-2.660 -1.770 -0.484
-1.756 -0.692 -0.555
2.148 0.307 0.756

These are the Mulliken partial charges, in e, on atoms 1 to 5: atom 1 (S): -0.180, atom 2 (C): 0.275, atom 3 (N): -0.529, atom 4 (C): -0.046, atom 5 (N): 0.076

Entry 5:
DFT (wB97M-V/def2-TZVPD) results for an isolated ion of composition C5H7N4O and charge +1.

**HOMO energy**: -0.4893 hartree
**Frontier orbital gap**: 8.969 eV
**Total charge**: +1
**Relative energy (zero: lowest compared OMol25 entry of this formula, charge and spin)**: 33.0 kcal per mole

Cartesian coordinates (Å):
O (-1.56391, -0.34531, -1.18660)
C (-1.33565, -0.40813, 0.12024)
N (-0.13924, -1.20040, 0.42600)
C (1.13604, -0.65598, 0.13585)
N (2.37595, -1.09209, 0.06875)
N (3.24115, -0.07560, -0.22434)
C (2.57824, 1.01424, -0.33221)
C (1.16847, 0.77680, -0.17117)
C (0.02692, 1.53664, 0.18160)
N (-1.17087, 1.01307, 0.44457)
H (-2.29205, -1.07748, -1.50850)
H (-2.16204, -0.88307, 0.82764)
H (-0.29716, -2.25589, 0.47071)
H (2.78742, -1.97237, 0.29617)
H (3.05526, 1.86588, -0.47588)
H (0.00089, 2.66282, 0.08064)
H (-1.92038, 1.62392, 0.29425)

Atoms 1-3, force components in eV/Å:
-4.054 -3.379 -3.750
-1.067 -0.862 3.007
2.243 -1.285 0.291

These are the Mulliken partial charges, in e, on atoms 1 to 5: atom 1 (O): -0.547, atom 2 (C): -0.075, atom 3 (N): -0.179, atom 4 (C): 0.387, atom 5 (N): 0.212

Entry 6:
DFT (wB97M-V/def2-TZVPD) results for one molecule with the formula C5H7N5O.

**HOMO energy**: -0.2841 hartree
**Frontier orbital gap**: 8.437 eV
**Total charge**: 0
**Relative energy (zero: lowest compared OMol25 entry of this formula, charge and spin)**: 80.7 kcal per mole

Cartesian coordinates (Å):
C (-0.78689, 2.88491, -0.63585)
O (-0.37397, 1.53790, -0.98895)
N (0.32090, 0.92425, 0.01629)
N (1.67335, 1.15861, 0.14434)
C (2.21939, -0.00894, 0.44759)
N (1.39898, -1.09213, 0.34648)
C (1.20429, -2.36897, 0.55098)
N (-0.08909, -2.71935, 0.51180)
C (-0.80251, -1.59091, 0.20187)
N (-2.15930, -1.56640, -0.03054)
C (0.11283, -0.55947, 0.07078)
H (-1.73664, 3.10544, -1.11820)
H (-0.10711, 3.65963, -1.07757)
H (-0.94721, 3.02745, 0.44303)
H (3.28377, -0.03366, 0.44523)
H (2.06039, -2.92924, 0.92161)
H (-2.73766, -2.09516, 0.70037)
H (-2.53353, -1.33397, -0.94924)

Atoms 1-3, force components in eV/Å:
0.251 0.657 -0.372
-0.223 1.286 -0.385
-0.645 -3.178 1.238

These are the Mulliken partial charges, in e, on atoms 1 to 5: atom 1 (C): -0.569, atom 2 (O): -0.286, atom 3 (N): 0.627, atom 4 (N): -0.661, atom 5 (C): -0.039

Entry 7:
DFT (wB97M-V/def2-TZVPD) results for one molecule with the formula C5H7N5S.

**HOMO energy**: -0.3406 hartree
**Frontier orbital gap**: 8.018 eV
**Total charge**: 0
**Relative energy (zero: lowest compared OMol25 entry of this formula, charge and spin)**: 24.4 kcal per mole

Cartesian coordinates (Å):
C (1.68032, -1.42776, 0.24202)
C (0.73890, -0.27953, 0.30882)
C (1.38976, 0.87587, 0.37938)
C (0.85490, 2.17822, 0.62045)
S (-0.45030, 2.75906, -0.18689)
C (-0.67874, -0.61258, 0.23395)
N (-1.16298, -1.27831, 1.32171)
N (-2.44864, -1.39151, 1.07645)
N (-2.80165, -0.81608, 0.02941)
N (-1.74122, -0.33172, -0.54750)
N (-1.64230, 0.18227, -1.78615)
H (2.29227, -1.33544, -0.71051)
H (1.11677, -2.30410, 0.25254)
H (2.45880, -1.46463, 0.96775)
H (2.42373, 0.79865, 0.42331)
H (1.41378, 2.84447, 1.30168)
H (-2.52898, 0.60901, -2.11166)
H (-0.91442, 0.99410, -1.81476)

Atoms 1-3, force components in eV/Å:
1.027 0.211 -1.976
0.960 0.038 -1.363
-1.636 0.939 0.641

These are the Mulliken partial charges, in e, on atoms 1 to 5: atom 1 (C): -1.683, atom 2 (C): 1.177, atom 3 (C): -0.640, atom 4 (C): -0.253, atom 5 (S): -0.278

Entry 8:
DFT (wB97M-V/def2-TZVPD) results for an isolated ion of composition C5H7N6O2S and charge -1.

**HOMO energy**: -0.1969 hartree
**Frontier orbital gap**: 8.326 eV
**Total charge**: -1
**Relative energy (zero: lowest compared OMol25 entry of this formula, charge and spin)**: 5.5 kcal per mole

Cartesian coordinates (Å):
C (-0.80561, 0.92119, -0.97555)
C (0.05407, -0.45450, 1.61803)
C (0.57406, 0.07287, 2.97049)
C (-0.31260, -1.49191, -1.21125)
C (0.35107, -0.11919, -0.77414)
N (-1.95435, 2.71680, -0.99478)
N (-0.95893, 2.14410, -0.33127)
N (-1.71601, 0.76452, -1.99031)
N (-2.38184, 1.94379, -1.90753)
N (0.45153, -2.62663, -1.06328)
N (0.80267, -0.06304, 0.62354)
O (-0.93959, -1.10532, 1.48395)
O (1.59214, -2.57217, -0.59697)
S (1.81778, 0.43682, -1.79082)
H (0.30198, 1.15449, 3.17698)
H (0.39704, -0.50409, 3.73558)
H (1.75352, 0.13381, 2.68181)
H (-0.68006, -1.36083, -2.27438)
H (-1.04669, -1.65517, -0.39126)
H (1.59061, 0.54460, 0.62586)
H (1.10921, 1.11985, -2.61471)

Atoms 1-3, force components in eV/Å:
-0.236 0.733 -0.449
0.483 1.624 2.788
3.942 4.266 -5.468

These are the Mulliken partial charges, in e, on atoms 1 to 5: atom 1 (C): -0.058, atom 2 (C): 0.829, atom 3 (C): -1.198, atom 4 (C): -0.584, atom 5 (C): 0.982

Entry 9:
DFT (wB97M-V/def2-TZVPD) results for an isolated ion of composition C5H7N6S and charge +1.

**HOMO energy**: -0.5300 hartree
**Frontier orbital gap**: 8.439 eV
**Total charge**: +1
**Relative energy (zero: lowest compared OMol25 entry of this formula, charge and spin)**: 79.1 kcal per mole

Cartesian coordinates (Å):
C (-0.00729, -2.46333, 1.87558)
C (1.44593, 1.82279, 0.66427)
C (-1.15724, -0.70969, 1.23396)
C (2.79539, 1.28528, 0.42145)
C (-2.30528, 0.06271, 0.96705)
N (-1.12617, -1.98516, 1.46163)
N (1.13364, 3.08553, 0.59430)
N (-0.12784, 3.22877, 0.98074)
N (-0.65517, 2.13670, 1.32553)
N (0.28367, 1.20185, 1.14098)
N (0.13881, -0.14990, 1.30570)
S (1.32595, -1.30144, 1.90900)
H (0.19896, -3.42835, 2.17496)
H (2.58038, 0.27605, 0.09748)
H (3.23088, 2.00169, -0.11714)
H (3.16013, 1.22016, 1.37618)
H (-2.42323, 0.75295, 1.89073)
H (-2.19483, 0.62511, 0.10210)
H (-3.39831, -0.40773, 1.04073)

Atoms 1-3, force components in eV/Å:
1.274 2.930 -0.578
-1.948 0.890 0.552
3.653 0.518 -0.159

These are the Mulliken partial charges, in e, on atoms 1 to 5: atom 1 (C): -0.082, atom 2 (C): 0.894, atom 3 (C): 0.712, atom 4 (C): -1.355, atom 5 (C): -1.019

Entry 10:
DFT (wB97M-V/def2-TZVPD) results for one molecule with the formula C5H7NO.

**HOMO energy**: -0.2961 hartree
**Frontier orbital gap**: 9.042 eV
**Total charge**: 0
**Relative energy (zero: lowest compared OMol25 entry of this formula, charge and spin)**: 111.7 kcal per mole

Cartesian coordinates (Å):
C (1.47920, 0.67108, -1.08131)
C (1.60815, -0.09641, -0.00575)
C (0.67237, -1.21134, 0.37354)
O (-0.60592, -1.15678, -0.27824)
C (-1.32883, -0.12196, 0.09745)
C (-1.51868, 0.99616, 0.70492)
N (-2.62775, 0.34745, -0.21861)
H (0.65976, 0.53421, -1.78213)
H (2.18443, 1.46982, -1.29074)
H (2.43205, 0.06117, 0.68984)
H (1.08111, -2.18512, 0.08866)
H (0.50073, -1.21290, 1.45748)
H (-1.22473, 2.01900, 0.85557)
H (-3.31187, -0.11437, 0.38931)

Atoms 1-3, force components in eV/Å:
0.015 -0.114 0.138
-0.017 0.115 -0.173
0.203 -0.050 0.119

These are the Mulliken partial charges, in e, on atoms 1 to 5: atom 1 (C): -0.681, atom 2 (C): -0.118, atom 3 (C): -0.320, atom 4 (O): -0.370, atom 5 (C): 0.418